[1]
# Cu3NO3

A structure of composition Cu3NO3 in a non-equilibrium geometry (ωB97M-V/def2-TZVPD, the OMol25 dataset).

Output
⟨S²⟩: 3.767
Gap between HOMO and LUMO (alpha / beta): 11.16 / 3.51 eV
2S+1: 4
Net charge: +5
LUMO energy (alpha / beta): -23.7 / -28.2 eV
DFT total energy: -5198.471799 Eh

The geometry in XYZ format:
```
7
Properties=species:S:1:pos:R:3:mulliken_charge:R:1
Cu 2.876 -1.423 -1.279 1.752
Cu -1.904 0.601 -2.624 1.366
Cu -2.227 1.430 1.768 1.616
N 0.339 -0.123 0.596 1.622
O 1.437 -0.628 0.568 -0.395
O -0.258 0.384 1.447 -0.500
O -0.263 -0.239 -0.476 -0.461
```



[2]
# C5H5Cl15

A structure of composition C5H5Cl15 in a non-equilibrium geometry (ωB97M-V/def2-TZVPD, the OMol25 dataset).

Output
Energy above the lowest of the compared OMol25 structures with the same formula, charge and spin: 348.4 kcal/mol
Gap between HOMO and LUMO: 8.70 eV
LUMO energy: 0.0 eV
DFT total energy: -7095.821743 Eh

The geometry in XYZ format:
```
25
Properties=species:S:1:pos:R:3:mulliken_charge:R:1
C 3.450 15.592 -10.636 0.381
Cl 4.604 14.288 -10.663 -0.083
Cl 1.813 14.895 -10.757 -0.070
Cl 3.746 16.701 -11.976 -0.167
H 3.541 16.103 -9.678 0.065
C -0.442 15.532 -8.655 0.004
Cl -0.146 16.050 -6.943 -0.129
Cl 0.738 14.252 -9.097 -0.213
Cl -0.236 16.950 -9.681 -0.100
H -1.474 15.183 -8.698 0.381
C 2.803 14.340 -7.741 1.559
Cl 3.852 15.786 -8.018 -0.219
Cl 2.925 13.813 -6.043 -0.153
Cl 3.193 13.046 -8.819 -0.308
H 1.779 14.681 -7.894 -0.832
C 1.978 13.622 -3.935 0.539
Cl 1.761 11.875 -3.571 -0.122
Cl 2.841 14.468 -2.611 -0.137
Cl 0.369 14.416 -4.043 -0.134
H 2.463 13.762 -4.901 -0.304
C 2.266 11.099 -9.502 0.627
Cl 0.645 10.842 -9.010 -0.121
Cl 2.580 10.085 -10.952 -0.178
Cl 3.333 10.463 -8.244 -0.174
H 2.532 12.145 -9.657 -0.110
```



[3]
# C23H26N2O3S

The molecule C23H26N2O3S (ωB97M-V/def2-TZVPD, the OMol25 dataset).

Output
Energy above the lowest of the compared OMol25 structures with the same formula, charge and spin: 28.1 kcal/mol
Gap between HOMO and LUMO: 8.00 eV
LUMO energy: 0.0 eV
Structure (SMILES): CCOCCCNC(=O)CN1C(=O)/C(=C/c2ccccc2C)Sc2ccccc21
DFT total energy: -1625.485678 Eh

The geometry in XYZ format:
```
55
Properties=species:S:1:pos:R:3:mulliken_charge:R:1
C -5.614 -2.712 -1.173 -1.146
C -4.295 -3.178 -0.560 -0.308
O -3.414 -2.144 -0.187 -0.300
C -3.788 -1.371 0.936 -0.692
C -4.393 -0.013 0.555 -0.470
C -3.431 0.806 -0.307 -0.979
N -2.295 1.265 0.455 0.103
C -2.011 2.556 0.656 0.882
O -2.636 3.491 0.193 -0.710
C -0.774 2.762 1.549 -1.489
N 0.459 2.266 0.957 0.272
C 0.771 0.961 1.203 0.912
O -0.039 0.230 1.768 -0.775
C 2.084 0.428 0.805 -0.299
C 2.225 -0.910 0.725 -0.308
C 3.422 -1.663 0.412 0.973
C 4.676 -1.238 0.852 -0.649
C 5.817 -1.956 0.550 -0.834
C 5.721 -3.117 -0.196 -0.600
C 4.479 -3.557 -0.624 -0.699
C 3.323 -2.854 -0.329 0.793
C 1.997 -3.348 -0.823 -1.538
S 3.414 1.555 0.558 -0.430
C 2.537 2.919 -0.136 0.772
C 3.254 3.804 -0.929 -0.741
C 2.624 4.888 -1.507 -0.592
C 1.265 5.070 -1.308 -0.956
C 0.547 4.194 -0.516 -0.618
C 1.177 3.115 0.104 0.412
H -5.423 -2.009 -1.981 0.286
H -6.245 -2.233 -0.429 0.273
H -6.147 -3.570 -1.573 0.407
H -4.501 -3.825 0.307 0.360
H -3.732 -3.757 -1.298 0.284
H -4.490 -1.928 1.569 0.382
H -2.869 -1.211 1.512 0.427
H -5.316 -0.161 -0.006 0.323
H -4.629 0.535 1.469 0.322
H -3.931 1.694 -0.700 0.440
H -3.084 0.183 -1.137 0.327
H -1.718 0.568 0.914 0.200
H -0.660 3.825 1.767 0.475
H -0.928 2.211 2.482 0.483
H 1.320 -1.480 0.898 0.531
H 4.750 -0.357 1.470 0.602
H 6.778 -1.611 0.902 0.411
H 6.607 -3.683 -0.440 0.384
H 4.409 -4.468 -1.203 0.335
H 1.344 -3.598 0.014 0.354
H 1.497 -2.587 -1.419 0.346
H 2.125 -4.239 -1.433 0.397
H 4.308 3.626 -1.080 0.401
H 3.187 5.577 -2.117 0.386
H 0.754 5.899 -1.773 0.406
H -0.512 4.348 -0.395 0.472
```



[4]
# C4H4N2O3STi

A structure of composition C4H4N2O3STi in a non-equilibrium geometry (ωB97M-V/def2-TZVPD, the OMol25 dataset).

Output
Energy above the lowest of the compared OMol25 structures with the same formula, charge and spin: 0.0 kcal/mol
⟨S²⟩: 2.011
Gap between HOMO and LUMO (alpha / beta): 7.12 / 8.46 eV
2S+1: 3
Net charge: +2
LUMO energy (alpha / beta): -10.7 / -10.5 eV
DFT total energy: -1737.038947 Eh

The geometry in XYZ format:
```
15
Properties=species:S:1:pos:R:3:mulliken_charge:R:1
O 0.348 2.500 -1.426 -0.078
C 0.008 1.706 -0.652 0.541
Ti -0.532 0.152 0.507 -0.228
C 1.255 -0.731 -0.030 0.461
C -1.655 -1.013 -0.711 0.481
O 2.164 -1.181 -0.595 -0.075
O -2.176 -1.619 -1.554 -0.054
N -0.502 -0.602 2.743 -0.470
C -0.843 0.736 2.649 0.750
N 0.034 1.608 3.286 -0.452
S -2.134 1.384 1.781 -0.092
H 0.061 -0.841 3.584 0.268
H -1.264 -1.293 2.685 0.336
H -0.417 2.498 3.463 0.324
H 0.369 1.269 4.184 0.289
```



[5]
# C2H8O3

A cluster of 3 separate species, C2H8O3 in total in a non-equilibrium geometry (ωB97M-V/def2-TZVPD, the OMol25 dataset).

Output
Energy above the lowest of the compared OMol25 structures with the same formula, charge and spin: 23.8 kcal/mol
Gap between HOMO and LUMO: 9.37 eV
LUMO energy: 0.6 eV
Structure (SMILES): C=CO.O.O
DFT total energy: -306.671992 Eh

The geometry in XYZ format:
```
13
Properties=species:S:1:pos:R:3:mulliken_charge:R:1
C 0.840 2.806 0.072 -0.622
C 1.157 1.524 0.215 -0.050
O 0.273 0.449 0.255 -0.465
H 1.517 3.440 -0.469 0.252
H -0.181 3.090 0.255 0.258
H 2.225 1.269 0.304 0.294
H 0.454 -0.206 -0.429 0.376
O 0.121 -1.895 -1.246 -0.715
H -0.252 -2.200 -2.079 0.323
H -0.550 -2.035 -0.563 0.390
O -1.754 -2.155 0.855 -0.699
H -1.744 -2.777 1.664 0.327
H -2.106 -1.311 1.167 0.331
```



[6]
# C5H4N4O2

The molecule C5H4N4O2 in a non-equilibrium geometry (ωB97M-V/def2-TZVPD, the OMol25 dataset).

Output
⟨S²⟩: 2.015
Gap between HOMO and LUMO (alpha / beta): 7.65 / 6.92 eV
2S+1: 3
LUMO energy (alpha / beta): 0.2 / -2.3 eV
DFT total energy: -562.080750 Eh

The geometry in XYZ format:
```
15
Properties=species:S:1:pos:R:3:mulliken_charge:R:1
C -1.526 -1.220 0.041 0.685
C 0.002 2.019 0.049 -0.244
C 1.376 1.584 0.025 -0.248
C -1.023 -0.127 -0.054 -0.606
C 1.426 -0.854 -0.074 0.343
N -1.737 -2.507 -0.056 -0.437
N -1.114 1.210 -0.054 0.512
N 1.995 0.377 -0.032 0.450
N 1.248 -1.962 0.172 -0.447
O -2.315 1.699 -0.032 -0.564
O 3.263 0.279 -0.037 -0.496
H -0.142 3.089 0.101 0.403
H 2.092 2.381 0.339 0.308
H -2.529 -2.889 -0.301 0.164
H -1.017 -3.079 -0.086 0.177
```